ORCA calculation (wB97M-V/def2-TZVPD) on a molecular structure, C3H5NO3 at a distorted geometry.

XYZ file:
```
12
C3H5NO3 (wB97M-V/def2-TZVPD)
O 1.1067 -1.0343 0.7176
C 0.2007 -0.5976 -0.0488
N 0.3375 0.3539 -1.0195
C 0.2859 1.3505 0.4964
O 1.2849 2.0776 0.2277
O -0.6411 1.8473 1.1155
C -1.1153 -1.2360 0.1175
H 1.1865 -0.0471 -1.6052
H 1.5714 1.7877 -0.6832
H -2.2010 -0.6356 0.0500
H -1.0640 -2.1604 -0.5063
H -0.9519 -1.7060 1.1383
```

largest force on an atom = 0.11797 Eh/bohr
HOMO level = -10.22 eV
ΔE to the lowest compared entry with this formula, charge and spin = 5.424 eV
2S+1 = 1

Atom charges from the natural (NBO) analysis, given in e for atoms 1 to 4: number 1, O, carries -0.60; number 2, C, carries 0.58; number 3, N, carries -0.78; number 4, C, carries 0.95

ORCA calculation (wB97M-V/def2-TZVPD) on 9 unconnected molecules or ions with the total composition C53H119N5O9 at a distorted geometry.

XYZ file:
```
186
C53H119N5O9 (wB97M-V/def2-TZVPD)
C -16.0719 -13.6656 4.4160
C -17.5695 -13.2861 4.4736
C -17.7052 -11.9000 3.6959
C -18.4318 -14.3572 3.7160
C -18.4192 -15.7110 4.4651
C -18.8517 -15.5780 5.9587
C -18.2077 -14.3415 6.7795
C -19.3424 -14.0986 7.8727
C -16.8480 -14.7216 7.4466
N -18.0554 -13.1041 5.8642
O -17.4695 -12.0725 6.5537
H -15.5155 -13.2091 5.2346
H -15.9402 -14.7449 4.3386
H -15.6821 -13.1371 3.5460
H -17.2555 -12.0651 2.7169
H -18.7552 -11.6360 3.5695
H -17.2224 -11.1236 4.2895
H -19.3396 -13.7541 3.7336
H -18.0032 -14.4029 2.7149
H -19.2722 -16.2028 3.9975
H -17.6161 -16.4301 4.3037
H -18.5183 -16.5265 6.3798
H -19.9335 -15.4850 5.8627
H -18.8117 -13.4137 8.5340
H -19.7257 -15.0156 8.3202
H -20.3138 -13.6840 7.6033
H -16.6094 -13.9327 8.1599
H -16.0499 -14.6861 6.7051
H -16.9199 -15.6337 8.0391
H -16.5460 -12.3346 6.5497
C -3.6237 -10.1350 8.8363
C -4.3529 -9.6189 7.5682
C -3.4065 -8.5803 6.9064
C -4.5391 -10.6849 6.5183
C -5.5489 -11.7402 7.0067
C -6.9046 -11.0309 7.1712
C -6.8739 -9.7788 8.1148
C -8.0891 -8.8348 7.8068
C -6.9402 -10.2378 9.5671
N -5.6260 -8.9715 7.8515
O -5.5328 -7.8825 8.6264
H -4.1343 -10.9809 9.2966
H -2.6904 -10.5698 8.4783
H -3.4896 -9.4450 9.6693
H -2.9861 -7.7666 7.4974
H -2.4128 -8.9389 6.6379
H -3.7895 -8.1500 5.9810
H -4.9727 -10.2430 5.6212
H -3.6638 -11.1284 6.0437
H -5.7381 -12.5370 6.2874
H -5.3433 -12.2339 7.9564
H -7.5270 -11.7211 7.7407
H -7.3727 -10.6587 6.2599
H -9.0115 -9.3464 8.0816
H -8.0356 -8.2957 6.8609
H -8.1552 -8.0186 8.5262
H -6.0073 -10.7426 9.8179
H -7.7883 -10.8391 9.8947
H -6.8553 -9.3763 10.2295
H -5.7050 -7.1704 8.0061
C -14.5814 -10.2680 11.4393
C -15.4942 -9.1310 11.9426
C -15.9099 -9.2913 13.4390
C -14.6638 -7.7102 12.0391
C -14.5275 -7.1089 10.6902
C -15.8089 -7.0035 9.8280
C -16.5388 -8.3427 9.6969
C -17.9471 -8.0089 9.1410
C -15.8272 -9.3582 8.7314
N -16.6859 -8.9283 11.0775
O -17.5555 -9.9663 11.1109
H -13.9676 -10.6299 12.2642
H -15.3010 -10.9857 11.0451
H -13.9363 -9.9547 10.6184
H -16.5621 -8.5009 13.8105
H -16.5507 -10.1482 13.6469
H -15.0218 -9.4013 14.0613
H -15.0016 -6.9177 12.7068
H -13.6504 -7.8643 12.4097
H -14.1241 -6.1082 10.8448
H -13.8573 -7.7277 10.0935
H -15.5321 -6.6530 8.8337
H -16.3332 -6.2212 10.3768
H -17.8997 -7.7200 8.0910
H -18.4814 -7.3840 9.8566
H -18.6002 -8.8789 9.0732
H -16.0287 -10.4260 8.6470
H -14.7415 -9.2756 8.6812
H -16.1486 -9.1998 7.7020
H -18.3545 -9.4342 11.1143
C -13.6784 -9.3008 1.7776
C -13.6929 -8.3844 2.9507
C -13.9633 -6.9625 2.3968
C -14.9259 -8.5497 3.8687
C -14.8604 -9.7471 4.8464
C -13.6025 -9.8032 5.6944
C -12.2958 -9.5920 4.8107
C -10.9997 -9.4214 5.7906
C -12.0808 -10.9434 4.0174
N -12.5144 -8.4297 3.8800
O -11.3584 -8.2304 3.0853
H -12.7925 -9.1253 1.1674
H -13.7997 -10.3272 2.1239
H -14.5421 -9.1480 1.1305
H -14.1265 -6.2253 3.1829
H -13.1170 -6.6257 1.7982
H -14.7494 -6.8633 1.6484
H -15.1473 -7.6130 4.3801
H -15.7970 -8.7983 3.2624
H -15.8007 -9.6569 5.3904
H -14.8682 -10.6412 4.2230
H -13.5779 -10.6756 6.3474
H -13.7166 -8.9192 6.3218
H -11.2197 -8.5065 6.3408
H -10.0700 -9.1924 5.2698
H -10.8893 -10.2476 6.4929
H -12.9554 -11.5671 3.8324
H -11.4822 -11.6502 4.5920
H -11.5294 -10.7589 3.0954
H -11.0136 -7.4450 3.5164
C -21.6120 -6.5424 1.6168
C -20.8939 -7.8352 1.3581
C -21.0008 -8.7290 2.6636
C -21.7930 -8.5244 0.1723
C -20.9923 -9.5963 -0.5515
C -19.6354 -9.1495 -1.1836
C -18.7302 -8.4575 -0.0677
C -18.0430 -9.6369 0.7336
C -17.7308 -7.5021 -0.7960
N -19.4955 -7.5571 0.8640
O -18.7176 -6.8817 1.8269
H -20.9757 -5.9079 2.2337
H -21.8573 -5.9657 0.7250
H -22.5973 -6.7259 2.0453
H -22.0086 -9.1116 2.8252
H -20.3643 -9.5897 2.4584
H -20.5353 -8.2076 3.5000
H -22.5715 -9.1392 0.6241
H -22.1949 -7.7571 -0.4894
H -20.7713 -10.3709 0.1828
H -21.6454 -9.9530 -1.3479
H -19.7908 -8.4122 -1.9712
H -19.2038 -10.1007 -1.4950
H -17.5243 -10.3127 0.0536
H -18.6934 -10.2165 1.3887
H -17.4610 -9.2421 1.5663
H -18.2595 -6.6098 -1.1313
H -17.4237 -7.9752 -1.7287
H -16.9110 -7.2215 -0.1346
H -18.7853 -5.9504 1.6038
C -9.1043 -11.9932 0.4172
C -7.5782 -11.8174 0.0544
O -6.6862 -12.1544 1.1047
H -9.4149 -11.2434 1.1448
H -9.3585 -12.9342 0.9052
H -9.7959 -11.8429 -0.4117
H -7.2514 -10.8025 -0.1718
H -7.4409 -12.4707 -0.8073
H -5.8364 -11.7322 0.9592
C -12.8874 -5.7188 5.7107
C -13.6365 -4.4062 6.0305
O -14.2578 -4.7057 7.2882
H -12.2026 -5.9463 6.5276
H -12.2591 -5.7049 4.8201
H -13.6169 -6.5280 5.7445
H -14.2711 -4.1604 5.1790
H -13.0077 -3.5220 6.1352
H -13.6160 -4.8716 7.9826
C -8.6786 -13.6411 5.5716
C -7.8900 -13.8700 4.3476
O -7.8554 -15.2337 3.9996
H -8.9798 -12.6338 5.8592
H -8.1277 -13.9257 6.4680
H -9.6317 -14.1419 5.4022
H -6.9561 -13.3085 4.3225
H -8.5534 -13.4149 3.6122
H -7.0218 -15.5323 4.3703
C -14.2040 -2.9482 1.0101
C -13.5237 -1.5162 1.0790
O -14.5280 -0.5364 0.8597
H -14.6705 -2.7545 0.0442
H -14.8199 -3.0506 1.9036
H -13.5489 -3.8109 0.8887
H -12.7717 -1.3755 0.3025
H -12.9837 -1.5118 2.0258
H -15.1297 -0.4809 1.6056
```

largest force on an atom = 0.08342 Eh/bohr
HOMO level = -7.81 eV
ΔE to the lowest compared entry with this formula, charge and spin = 6.452 eV
2S+1 = 1
SMILES = CC1(C)CCCC(C)(C)N1O.CC1(C)CCCC(C)(C)N1O.CC1(C)CCCC(C)(C)N1O.CC1(C)CCCC(C)(C)N1O.CC1(C)CCCC(C)(C)N1O.CCO.CCO.CCO.CCO

Atom charges from the Löwdin analysis, given in e for atoms 1 to 4: number 1, C, carries -0.03; number 2, C, carries -0.48; number 3, C, carries -0.02; number 4, C, carries -0.12

ORCA calculation (wB97M-V/def2-TZVPD) on a molecular structure, C14H20F19NO4SSi2 at a distorted geometry.

XYZ file:
```
61
C14H20F19NO4SSi2 (wB97M-V/def2-TZVPD)
C -0.0086 0.7056 -1.3108
Si -0.8854 2.3419 -1.4866
C 0.3770 3.7708 -1.4531
O 1.5868 3.2679 -2.0543
C 2.5089 4.1717 -2.3690
F 2.7585 4.1146 -3.6353
F 3.6318 3.8773 -1.7581
F 2.2246 5.3757 -2.0305
O -1.7347 2.5082 -2.9224
Si -3.3765 2.3163 -2.7872
S -3.8826 0.5450 -1.6598
C -4.2737 3.8405 -2.1431
N -3.5432 4.5830 -1.0977
H 0.4685 0.3782 -2.2203
H 0.7863 0.8592 -0.5877
H -0.6654 -0.0336 -0.8838
H -1.8234 2.5229 -0.3533
H -0.0788 4.5598 -2.0304
H 0.5137 4.1291 -0.4404
H -3.8834 2.0717 -4.1534
H -4.5083 -0.2220 -2.5668
H -4.4734 4.5276 -2.9524
H -5.2324 3.5207 -1.7378
H -3.9170 5.5069 -0.9793
H -3.5748 4.1038 -0.2163
C -0.3797 -5.1041 -0.7941
C -1.3746 -5.9216 -1.6324
C -1.8972 -5.2643 -2.9093
F -2.5506 -4.1127 -2.6473
F -2.7716 -6.1028 -3.5168
F -2.4010 -6.3150 -0.8494
F -0.7211 -7.0536 -2.0171
O -0.9040 -4.3709 0.2966
C -1.4523 -3.1327 0.0628
C -2.9554 -3.1116 0.3386
F -3.5977 -4.0462 -0.3902
F -3.4572 -1.9029 -0.0031
F -1.1628 -2.7054 -1.1810
F -0.8651 -2.2748 0.9205
H 0.2793 -5.8344 -0.3292
H 0.2653 -4.4866 -1.4187
H -1.0775 -5.0619 -3.6047
H -3.1546 -3.2984 1.3958
C 4.8433 0.4720 3.3081
C 4.1435 -0.6905 2.5875
C 2.9929 -0.3219 1.6531
F 1.9949 0.3099 2.3076
F 2.4683 -1.4485 1.1122
F 3.7404 -1.6026 3.4973
F 5.0901 -1.2985 1.8191
O 4.4181 0.7636 4.6267
C 3.3080 1.5529 4.8095
C 2.1547 0.7771 5.4457
F 1.8384 -0.3052 4.7090
F 1.0614 1.5708 5.5099
F 2.9424 2.1440 3.6567
F 3.6622 2.5364 5.6609
H 5.8789 0.1604 3.4271
H 4.8787 1.3692 2.6908
H 3.3425 0.3161 0.8355
H 2.4247 0.4519 6.4525
```

largest force on an atom = 0.05825 Eh/bohr
HOMO level = -9.36 eV
ΔE to the lowest compared entry with this formula, charge and spin = 0.581 eV
2S+1 = 1

Atom charges from the natural (NBO) analysis, given in e for atoms 1 to 4: number 1, C, carries -1.13; number 2, Si, carries 1.65; number 3, C, carries -0.52; number 4, O, carries -0.54

What did the first record say?
ORCA calculation (wB97M-V/def2-TZVPD) on a molecular structure, C3H5NO3 at a distorted geometry.

XYZ file:
```
12
C3H5NO3 (wB97M-V/def2-TZVPD)
O 1.1067 -1.0343 0.7176
C 0.2007 -0.5976 -0.0488
N 0.3375 0.3539 -1.0195
C 0.2859 1.3505 0.4964
O 1.2849 2.0776 0.2277
O -0.6411 1.8473 1.1155
C -1.1153 -1.2360 0.1175
H 1.1865 -0.0471 -1.6052
H 1.5714 1.7877 -0.6832
H -2.2010 -0.6356 0.0500
H -1.0640 -2.1604 -0.5063
H -0.9519 -1.7060 1.1383
```

largest force on an atom = 0.11797 Eh/bohr
HOMO level = -10.22 eV
ΔE to the lowest compared entry with this formula, charge and spin = 5.424 eV
2S+1 = 1

Atom charges from the natural (NBO) analysis, given in e for atoms 1 to 4: number 1, O, carries -0.60; number 2, C, carries 0.58; number 3, N, carries -0.78; number 4, C, carries 0.95

Please write out number 1 again, unchanged.
ORCA calculation (wB97M-V/def2-TZVPD) on a molecular structure, C3H5NO3 at a distorted geometry.

XYZ file:
```
12
C3H5NO3 (wB97M-V/def2-TZVPD)
O 1.1067 -1.0343 0.7176
C 0.2007 -0.5976 -0.0488
N 0.3375 0.3539 -1.0195
C 0.2859 1.3505 0.4964
O 1.2849 2.0776 0.2277
O -0.6411 1.8473 1.1155
C -1.1153 -1.2360 0.1175
H 1.1865 -0.0471 -1.6052
H 1.5714 1.7877 -0.6832
H -2.2010 -0.6356 0.0500
H -1.0640 -2.1604 -0.5063
H -0.9519 -1.7060 1.1383
```

largest force on an atom = 0.11797 Eh/bohr
HOMO level = -10.22 eV
ΔE to the lowest compared entry with this formula, charge and spin = 5.424 eV
2S+1 = 1

Atom charges from the natural (NBO) analysis, given in e for atoms 1 to 4: number 1, O, carries -0.60; number 2, C, carries 0.58; number 3, N, carries -0.78; number 4, C, carries 0.95

> What is the HOMO level in the second record?

-7.81 eV

> Which of these has the highest HOMO level?

C53H119N5O9